1.
C3H6N2O2 in the gas phase at a distorted geometry, computed with ωB97M-V with the def2-TZVPD basis set.

## Properties
total charge	0
E_HOMO	-10.204	eV
energy relative to the best compared isomer or geometry (same formula, charge and spin)	152.62	kJ/mol
calculated total energy	-10283.21562	eV
SMILES string	[H]/N=C/N(C)C(=O)O

```
13
Properties=species:S:1:pos:R:3:forces:R:3:lowdin_charge:R:1
H 1.279 1.367 2.644 -0.4 -0.1 -0.4 0.06
N 0.976 1.351 1.663 -0.4 -0.9 -0.4 0.09
C 0.447 0.233 1.359 1.1 0.4 -0.9 -0.16
N 0.112 -0.115 -0.061 0.2 1.8 4.7 -0.05
C 0.259 0.912 -1.080 -0.1 0.0 -0.7 -0.04
C -0.789 -1.106 -0.103 -0.1 -3.0 -4.4 -0.51
O -1.160 -1.947 0.681 0.2 1.4 0.1 0.09
O -1.044 -1.326 -1.557 -0.1 -0.1 2.5 0.01
H 0.346 -0.593 2.081 -0.3 0.1 -0.7 0.13
H 0.774 1.789 -0.681 -0.1 -0.4 0.2 0.08
H -0.720 1.218 -1.456 0.2 0.0 0.0 0.10
H 0.830 0.481 -1.906 -0.1 0.2 0.1 0.09
H -1.311 -2.266 -1.583 -0.1 0.6 0.0 0.10
```
Positions in Å, forces in eV/Å.



2.
2 unconnected molecules or ions with the total composition C3H6N2O2 at a distorted geometry, computed with ωB97M-V with the def2-TZVPD basis set.

## Properties
total charge	0
E_HOMO	-9.513	eV
energy relative to the best compared isomer or geometry (same formula, charge and spin)	184.23	kJ/mol
calculated total energy	-10282.88806	eV
SMILES string	NC(=O)O.C=C=N

```
13
Properties=species:S:1:pos:R:3:forces:R:3:lowdin_charge:R:1
N 1.209 -0.072 1.158 0.2 -0.4 -0.6 0.17
C 1.953 -0.421 0.073 0.7 1.3 0.9 -0.67
O 2.970 -1.070 0.111 -0.1 -0.7 -0.2 0.06
O 1.551 0.243 -1.042 -0.6 -0.1 -0.2 0.08
H 1.447 -0.497 2.037 0.0 0.1 -0.2 0.11
H 0.427 0.569 1.075 0.1 -0.3 0.2 0.03
H 2.187 0.067 -1.749 0.0 -0.2 0.3 0.12
C -2.233 -0.625 -0.728 -0.2 0.0 -0.2 0.01
C -1.732 0.345 -0.018 -0.6 0.7 -0.1 -0.25
N -1.285 1.228 0.699 0.6 -0.4 -0.2 0.12
H -3.107 -1.159 -0.399 -0.1 0.0 0.3 0.06
H -1.926 -0.818 -1.741 0.5 -0.1 0.0 0.06
H -1.461 2.209 0.522 -0.6 -0.1 0.0 0.09
```
Positions in Å, forces in eV/Å.



3.
C3H6N2O2 in the gas phase, computed with ωB97M-V with the def2-TZVPD basis set.

## Properties
total charge	0
E_HOMO	-10.008	eV
energy relative to the best compared isomer or geometry (same formula, charge and spin)	147.25	kJ/mol
calculated total energy	-10283.27131	eV
SMILES string	[H]/N=C/OCC(N)=O

```
13
Properties=species:S:1:pos:R:3:forces:R:3:lowdin_charge:R:1
H -1.558 -2.509 1.940 0.0 0.0 0.0 0.05
N -1.248 -1.687 1.433 0.4 -0.2 -0.1 0.11
C -0.161 -1.913 0.827 -0.3 -0.1 0.2 -0.31
O 0.449 -0.992 0.070 0.0 -0.2 0.0 -0.04
C -0.205 0.261 0.006 -0.2 0.2 0.3 -0.14
C 0.298 0.967 -1.242 -0.1 0.0 0.1 -0.52
N 0.915 2.122 -0.886 0.0 0.0 0.0 0.16
O 0.128 0.546 -2.367 0.2 0.3 0.4 0.07
H 0.428 -2.833 0.814 -0.2 0.1 0.1 0.14
H -1.286 0.134 -0.047 0.0 0.0 -0.1 0.13
H 0.024 0.845 0.922 -0.2 -0.4 -0.4 0.13
H 1.270 2.758 -1.584 0.0 0.0 0.3 0.12
H 0.946 2.302 0.113 0.3 0.4 -0.8 0.10
```
Positions in Å, forces in eV/Å.



4.
A molecular structure, C3H6N2O2, computed with ωB97M-V with the def2-TZVPD basis set.

## Properties
total charge	0
E_HOMO	-7.976	eV
energy relative to the best compared isomer or geometry (same formula, charge and spin)	326.44	kJ/mol
calculated total energy	-10281.41419	eV

```
13
Properties=species:S:1:pos:R:3:forces:R:3:lowdin_charge:R:1
N 1.134 -1.347 0.120 0.1 -0.1 -0.1 0.14
C 0.751 0.043 1.478 0.2 0.1 0.3 -0.32
O 1.690 0.091 2.209 -0.5 0.0 -0.4 0.06
C -0.472 0.457 1.127 0.2 0.1 0.2 -0.15
O -1.214 -0.099 0.080 0.0 0.0 0.0 -0.09
C -1.275 0.602 -1.072 0.1 0.2 -0.2 -0.33
N -0.567 1.616 -1.326 -0.2 -0.2 0.0 0.12
H 2.106 -1.588 0.296 -0.2 0.1 0.0 0.09
H 1.034 -0.998 -0.829 0.0 0.0 0.1 0.08
H -0.926 1.277 1.668 0.1 -0.1 -0.1 0.12
H 0.550 -2.171 0.228 0.1 0.1 0.0 0.09
H -2.015 0.137 -1.731 0.1 0.1 0.1 0.13
H -0.795 1.979 -2.249 0.0 -0.1 0.1 0.05
```
Positions in Å, forces in eV/Å.



5.
C3H6N2O2 in the gas phase at a distorted geometry, computed with ωB97M-V with the def2-TZVPD basis set.

## Properties
total charge	0
E_HOMO	-9.561	eV
energy relative to the best compared isomer or geometry (same formula, charge and spin)	320.14	kJ/mol
calculated total energy	-10281.47939	eV
SMILES string	CC(=O)O/C=N/N

```
13
Properties=species:S:1:pos:R:3:forces:R:3:lowdin_charge:R:1
C 2.646 -0.459 0.215 -1.2 -1.1 -0.7 0.02
C 1.285 0.183 -0.129 1.6 -0.2 1.9 -0.50
O 1.184 1.363 0.028 -0.5 0.5 -0.8 0.10
O 0.222 -0.673 -0.249 0.1 -0.2 -0.1 0.07
C -0.961 -0.030 -0.130 -3.5 2.5 -0.1 -0.22
N -2.089 -0.568 0.144 2.9 -0.4 0.5 -0.03
N -3.229 0.306 0.245 1.4 -1.9 -0.5 0.01
H 3.024 0.265 0.976 0.3 -1.0 -0.8 0.10
H 2.494 -1.510 0.580 0.1 1.1 0.1 0.09
H 3.241 -0.602 -0.712 0.0 0.6 0.7 0.09
H -0.995 1.097 -0.299 0.8 -1.5 0.1 0.15
H -3.774 -0.392 -0.234 -1.8 0.5 0.0 0.06
H -3.049 1.019 -0.434 -0.2 1.0 -0.4 0.05
```
Positions in Å, forces in eV/Å.



6.
A molecular structure, C3H6N2O2 at a distorted geometry, computed with ωB97M-V with the def2-TZVPD basis set.

## Properties
total charge	0
E_HOMO	-8.527	eV
energy relative to the best compared isomer or geometry (same formula, charge and spin)	338.56	kJ/mol
calculated total energy	-10281.28855	eV

```
13
Properties=species:S:1:pos:R:3:forces:R:3:lowdin_charge:R:1
C -0.993 0.660 -0.314 -1.1 -1.4 -0.2 -0.53
C 0.660 0.717 0.637 0.9 0.0 0.4 -0.12
N 1.837 0.640 0.039 -0.3 -0.1 0.0 0.10
N 0.286 -1.692 0.058 -0.1 -0.1 -0.1 0.07
C -0.158 -0.469 0.623 -0.2 1.1 -0.6 -0.30
O -2.022 1.182 0.402 0.3 0.1 -0.1 0.08
O -0.954 0.671 -1.523 0.4 0.2 0.5 0.08
H -2.611 1.627 -0.227 0.1 0.0 0.0 0.12
H 2.373 1.478 -0.118 -0.1 -0.1 0.0 0.10
H 2.255 -0.235 -0.268 0.0 0.1 0.1 0.10
H -0.401 -2.432 0.128 0.1 0.1 0.0 0.08
H 0.543 -1.583 -0.920 -0.1 0.0 0.1 0.08
H -0.814 -0.563 1.482 0.0 0.0 -0.1 0.14
```
Positions in Å, forces in eV/Å.